<A>
An isolated molecule of C5H5N3. Source: the OMol25 dataset; level of theory: ωB97M-V/def2-TZVPD.

Each atom is followed by the atoms it is bonded to, with distances in Å.
Cartesian coordinates (Å):
1 C -0.6688 1.3955 -0.2455  C2 1.328, H9 1.086, H10 1.021
2 C -1.4839 0.4890 0.2802  C1 1.328, C3 1.468, H11 1.037
3 C -1.4088 -0.8266 -0.3672  C2 1.468, N4 1.265, H12 1.093
4 N -0.4510 -1.6141 -0.1162  C3 1.265, C5 1.355
5 C 0.7483 -1.3039 0.4339  N4 1.355, N6 1.260, H13 1.161
6 N 1.2020 -0.3012 -0.1804  C5 1.260, C7 1.291
7 C 2.4191 0.1152 -0.0704  N6 1.291, N8 1.146
8 N 3.4164 0.6688 0.0387  C7 1.146
9 H -0.0448 1.3787 -1.1338  C1 1.086
10 H -0.6768 2.3458 0.1278  C1 1.021
11 H -2.0278 0.8006 1.1060  C2 1.037
12 H -2.2548 -1.0634 -1.0182  C3 1.093
13 H 1.2308 -2.0844 1.1451  C5 1.161

Properties
SMILES string: C=C/C=N\C=N\C#N

---

<B>
An isolated molecule of C5H5N3. Source: the OMol25 dataset; level of theory: ωB97M-V/def2-TZVPD.

Each atom is followed by the atoms it is bonded to, with distances in Å.
Cartesian coordinates (Å):
1 H -3.1147 0.5141 0.5298  N2 1.210
2 N -2.6240 -0.5096 0.1101  H1 1.210, C3 1.329
3 C -1.3355 -0.1856 0.0954  N2 1.329, C4 1.573, N9 1.494
4 C -0.2310 -1.2479 -0.2595  C3 1.573, C5 1.344, H10 1.015
5 C 1.0841 -1.4030 -0.0304  C4 1.344, N6 1.363, H11 1.093
6 N 1.9878 -0.4302 0.2781  C5 1.363, C7 1.311
7 C 1.6704 0.8137 0.0127  N6 1.311, C8 1.630, H12 1.007
8 C 0.1807 1.4704 -0.0696  C7 1.630, N9 1.198, H13 1.137
9 N -0.9986 1.2629 -0.0474  C3 1.494, C8 1.198
10 H -0.9094 -1.9946 -0.3723  C4 1.015
11 H 1.4643 -2.4205 0.0926  C5 1.093
12 H 2.2918 1.5830 -0.1771  C7 1.007
13 H 0.5341 2.5472 -0.1623  C8 1.137

Properties
SMILES string: [H]/N=c1/ccnccn1

---

<C>
An isolated molecule of C5H5N3. Source: the OMol25 dataset; level of theory: ωB97M-V/def2-TZVPD.

Each atom is followed by the atoms it is bonded to, with distances in Å.
Cartesian coordinates (Å):
1 C -1.1931 0.8223 -0.7542  N2 1.369, H9 1.143, H10 1.170, H11 1.161
2 N -0.3906 0.2405 0.1908  C1 1.369, C3 1.375, C6 1.374
3 C -0.2239 0.3845 1.5482  N2 1.375, N4 1.271, H12 1.127
4 N 0.8286 -0.1554 2.0134  C3 1.271, C5 1.317
5 C 1.3685 -0.8468 1.0314  N4 1.317, C6 1.378, H13 1.089
6 C 0.6727 -0.5708 -0.1258  N2 1.374, C5 1.378, C7 1.410
7 C 0.8626 -1.0853 -1.4244  C6 1.410, N8 1.153
8 N 1.0352 -1.6387 -2.4205  C7 1.153
9 H -2.1838 1.2190 -0.3458  C1 1.143
10 H -0.8424 1.8850 -1.0949  C1 1.170
11 H -1.2659 0.1964 -1.7290  C1 1.161
12 H -0.8276 1.1426 2.1230  C3 1.127
13 H 2.1598 -1.5931 0.9876  C5 1.089

Properties
SMILES string: Cn1cncc1C#N

---

Energies, relative to the best one, in kcal/mol: <A> 55.3; <B> 83.8; <C> 0.0.